(1)
ORCA calculation (the ωB97M-V functional and the def2-TZVPD basis) on an isolated molecule of C6H9N.

```
! wB97M-V def2-TZVPD RIJCOSX def2/J DEFGRID3
* xyz 0 1
C 2.7025 0.6939 2.0674
C 1.7689 0.1724 1.0652
C 1.0030 -0.2835 0.2525
C 0.0285 -0.8917 -0.6635
C -1.3614 -0.3008 -0.5093
C -1.9648 0.5794 -1.5335
N -2.3587 -0.8258 -1.4315
H 3.1452 1.6434 1.7514
H 3.5164 -0.0169 2.2419
H 2.1914 0.8566 3.0216
H -0.0305 -1.9692 -0.4586
H 0.3484 -0.7898 -1.7084
H -1.6614 -0.1240 0.5235
H -1.3987 0.8257 -2.4291
H -2.6678 1.3473 -1.2147
H -3.2610 -0.9169 -0.9748
*
```

Results
Molar mass: 95.1 g mol⁻¹
Relative energy (zero: lowest compared OMol25 entry of this formula, charge and spin): 2.831 eV
SMILES string: CC#CC[C@H]1CN1
HOMO energy: -9.39 eV
Frontier orbital gap: 10.43 eV

=====

(2)
ORCA calculation (the ωB97M-V functional and the def2-TZVPD basis) on an isolated molecule of C6H9N in a non-equilibrium geometry.

```
! wB97M-V def2-TZVPD RIJCOSX def2/J DEFGRID3
* xyz 0 1
C 1.4181 1.1471 -1.7556
C 0.8543 0.4024 -0.6004
C 1.4654 -0.2485 0.4178
C 0.4751 -0.7872 1.2789
C -0.7630 -0.4347 0.7654
C -2.1731 -0.6829 1.2134
N -0.5018 0.3081 -0.3585
H 1.2037 2.2183 -1.6812
H 2.5053 1.0257 -1.7724
H 1.0261 0.7874 -2.7133
H 2.5271 -0.3999 0.5726
H 0.9121 -1.7482 1.4440
H -2.7577 -1.2273 0.4619
H -2.1710 -1.2695 2.1351
H -2.6969 0.2613 1.4237
H -1.1989 0.7285 -0.9488
*
```

Results
Molar mass: 95.1 g mol⁻¹
Relative energy (zero: lowest compared OMol25 entry of this formula, charge and spin): 1.045 eV
SMILES string: Cc1ccc(C)[nH]1
HOMO energy: -7.74 eV
Frontier orbital gap: 8.73 eV

=====

(3)
ORCA calculation (the ωB97M-V functional and the def2-TZVPD basis) on an isolated molecule of C6H9N.

```
! wB97M-V def2-TZVPD RIJCOSX def2/J DEFGRID3
* xyz 0 1
C 0.9734 1.1800 -0.0127
C 0.7317 -1.9651 0.8586
C 0.6063 -1.9612 -0.6372
C 0.0239 -0.8426 -1.0893
C -0.1415 0.1196 0.0561
C -1.4991 0.8008 0.2144
N 0.2021 -0.7891 1.1626
H 1.0543 1.6967 0.9500
H 1.9298 0.6960 -0.2289
H 0.7657 1.9232 -0.7881
H 0.9608 -2.7827 -1.2510
H -0.2510 -0.5988 -2.1116
H -1.4979 1.4291 1.1137
H -1.6794 1.4623 -0.6403
H -2.3265 0.0897 0.2862
H 0.1475 -0.4579 2.1176
*
```

Results
Molar mass: 95.1 g mol⁻¹
Relative energy (zero: lowest compared OMol25 entry of this formula, charge and spin): 2.309 eV
HOMO energy: -8.14 eV
Frontier orbital gap: 8.89 eV

=====

(4)
ORCA calculation (the ωB97M-V functional and the def2-TZVPD basis) on an isolated molecule of C6H9N in a non-equilibrium geometry.

```
! wB97M-V def2-TZVPD RIJCOSX def2/J DEFGRID3
* xyz 0 1
C 1.6174 -0.6685 0.9453
C 0.4925 -0.1985 0.0724
C 0.6131 0.7042 -1.1050
C -0.2577 1.1165 0.0555
C -1.6116 0.3529 0.1159
N -1.7623 -0.7601 -1.0867
C -0.8984 -0.9080 0.0420
H 1.2608 -0.9288 1.9496
H 2.3808 0.1086 1.0547
H 2.0995 -1.5577 0.5220
H 1.5545 1.2453 -1.1724
H 0.1744 0.4226 -2.0575
H -0.0820 2.0191 0.6300
H -2.4848 0.5830 0.7011
H -1.9147 0.2794 -1.3080
H -1.1389 -1.7096 0.7329
*
```

Results
Molar mass: 95.1 g mol⁻¹
Relative energy (zero: lowest compared OMol25 entry of this formula, charge and spin): 5.494 eV
SMILES string: C[C@]12C[C@H]1[C@H]1N[C@H]12
HOMO energy: -8.55 eV
Frontier orbital gap: 9.62 eV

=====

(5)
ORCA calculation (the ωB97M-V functional and the def2-TZVPD basis) on an isolated molecule of C6H9N in a non-equilibrium geometry.

```
! wB97M-V def2-TZVPD RIJCOSX def2/J DEFGRID3
* xyz 0 1
C 0.3150 -1.1050 0.4982
C 0.6334 -0.3415 -0.6451
C 0.5471 2.1968 -3.0188
C -0.6532 -0.7633 1.3565
C 0.1957 0.8791 -1.0415
C -0.8070 -1.4689 2.6185
N 0.9817 1.4605 -2.1032
H 0.9935 -1.7253 0.9661
H 1.5170 -0.8490 -1.1834
H 1.1898 2.6514 -3.7911
H -0.5317 2.5410 -2.9807
H -1.4246 -0.0743 1.1302
H -0.5079 1.6328 -0.6305
H 0.1173 -2.1546 2.7955
H -1.6693 -2.1897 2.6517
H -0.8967 -0.6901 3.3776
*
```

Results
Molar mass: 95.1 g mol⁻¹
Relative energy (zero: lowest compared OMol25 entry of this formula, charge and spin): 3.079 eV
SMILES string: C=N/C=C/C=C/C
HOMO energy: -8.04 eV
Frontier orbital gap: 8.52 eV

=====

(6)
ORCA calculation (the ωB97M-V functional and the def2-TZVPD basis) on an isolated molecule of C6H9N in a non-equilibrium geometry.

```
! wB97M-V def2-TZVPD RIJCOSX def2/J DEFGRID3
* xyz 0 1
C 1.3680 1.1854 0.1883
C 0.4899 -0.0439 -0.0306
C -0.5813 -0.3407 1.0629
C -1.6519 -0.5156 -0.0371
C -0.6701 0.0880 -1.0659
C 1.3256 -1.2198 -0.3051
N 1.9779 -2.1484 -0.5327
H 1.9726 1.4048 -0.6981
H 2.0438 1.0370 1.0372
H 0.7328 2.0525 0.3989
H -0.7478 0.5454 1.6822
H -0.3837 -1.1927 1.7200
H -1.8675 -1.5680 -0.2415
H -2.5945 0.0220 0.1128
H -0.5391 -0.4478 -2.0108
H -0.8748 1.1416 -1.2805
*
```

Results
Molar mass: 95.1 g mol⁻¹
Relative energy (zero: lowest compared OMol25 entry of this formula, charge and spin): 0.966 eV
SMILES string: CC1(C#N)CCC1
HOMO energy: -11.06 eV
Frontier orbital gap: 11.90 eV

=====

(7)
ORCA calculation (the ωB97M-V functional and the def2-TZVPD basis) on an isolated molecule of C6H9N.

```
! wB97M-V def2-TZVPD RIJCOSX def2/J DEFGRID3
* xyz 0 1
C 1.8417 -1.0373 1.2401
C 0.4418 -0.6538 0.8833
C -0.8184 -1.2227 0.8135
C -1.5650 -0.4498 -0.1344
C -0.7549 0.5641 -0.5751
C -0.8736 1.6322 -1.5902
N 0.4226 0.4450 0.0816
H 2.2919 -0.3840 1.9969
H 1.8533 -2.0794 1.5345
H 2.4790 -0.9308 0.3442
H -1.2221 -2.0850 1.3379
H -2.5766 -0.6173 -0.4820
H -0.1487 1.4841 -2.4032
H -1.8804 1.6192 -1.9991
H -0.6690 2.6053 -1.1299
H 1.1783 1.1104 0.0820
*
```

Results
Molar mass: 95.1 g mol⁻¹
Relative energy (zero: lowest compared OMol25 entry of this formula, charge and spin): 0.403 eV
SMILES string: Cc1ccc(C)[nH]1
HOMO energy: -7.65 eV
Frontier orbital gap: 8.65 eV

=====

(8)
ORCA calculation (the ωB97M-V functional and the def2-TZVPD basis) on an isolated molecule of C6H9N.

```
! wB97M-V def2-TZVPD RIJCOSX def2/J DEFGRID3
* xyz 0 1
C 0.7491 -1.5683 -0.9885
C 0.3747 -0.1366 -0.6539
C -0.1089 0.2152 0.5858
C 0.0138 -0.5154 1.8865
C -0.8117 1.4394 0.4627
C -0.6993 1.8515 -0.8308
N 0.0056 0.9010 -1.5281
H 1.5513 -1.9718 -0.3575
H 1.0317 -1.7507 -2.0252
H -0.1232 -2.2039 -0.7812
H 0.6281 0.0753 2.5768
H 0.4690 -1.5066 1.8046
H -0.9729 -0.6279 2.3469
H -1.3877 1.9090 1.2460
H -1.0564 2.7641 -1.2874
H 0.3369 1.1257 -2.4565
*
```

Results
Molar mass: 95.1 g mol⁻¹
Relative energy (zero: lowest compared OMol25 entry of this formula, charge and spin): 0.422 eV
SMILES string: Cc1cc[nH]c1C
HOMO energy: -7.79 eV
Frontier orbital gap: 8.86 eV

=====

(9)
ORCA calculation (the ωB97M-V functional and the def2-TZVPD basis) on an isolated molecule of C6H9N in a non-equilibrium geometry.

```
! wB97M-V def2-TZVPD RIJCOSX def2/J DEFGRID3
* xyz 0 1
C 1.2361 -0.0020 0.1266
C 2.7043 -0.2916 0.1887
C -0.7178 -1.3567 -0.2236
C 1.9595 0.9567 -0.2550
C -1.0843 0.0848 -0.3613
C -2.3124 0.7555 0.4155
N -0.0119 -0.3314 0.4761
H 3.1112 -0.2394 1.0965
H 3.1269 -0.8747 -0.4838
H -1.4293 -1.9501 0.2642
H -0.3103 -1.7278 -1.0452
H 2.0836 1.9969 -0.5084
H -0.7655 0.4256 -1.3842
H -1.9824 1.6202 1.0450
H -2.7075 -0.1297 1.0420
H -2.9004 1.0637 -0.3932
*
```

Results
Molar mass: 95.1 g mol⁻¹
Relative energy (zero: lowest compared OMol25 entry of this formula, charge and spin): 5.148 eV
SMILES string: C[C@@H]1CN1C1=CC1
HOMO energy: -8.35 eV
Frontier orbital gap: 9.51 eV

=====

(10)
ORCA calculation (the ωB97M-V functional and the def2-TZVPD basis) on the ion C6H9N2 with charge +1 in a non-equilibrium geometry.

```
! wB97M-V def2-TZVPD RIJCOSX def2/J DEFGRID3
* xyz 1 1
C 1.5205 -1.0223 0.0394
C 0.0853 0.9865 -0.1421
C 0.4491 -1.9266 0.2016
C 1.3658 0.3519 0.0091
C -1.1401 0.5627 -0.0621
C -2.5451 0.6905 0.0224
N -0.7629 -1.6141 0.1843
N 2.3672 1.1943 -0.0435
H 2.4839 -1.3022 0.0381
H 0.0680 2.0639 -0.3128
H 0.8570 -2.9252 0.1156
H -2.7759 0.0883 0.9503
H -2.9719 1.7549 0.0749
H -2.8978 0.1528 -0.8861
H -1.5701 -2.1972 -0.0156
H 3.3399 0.9516 0.0648
H 2.1271 2.1902 -0.2384
*
```

Results
Molar mass: 109.2 g mol⁻¹
Relative energy (zero: lowest compared OMol25 entry of this formula, charge and spin): 3.845 eV
HOMO energy: -12.68 eV
Frontier orbital gap: 8.12 eV

=====

(11)
ORCA calculation (the ωB97M-V functional and the def2-TZVPD basis) on the ion C6H9N2O with charge +1 in a non-equilibrium geometry.

```
! wB97M-V def2-TZVPD RIJCOSX def2/J DEFGRID3
* xyz 1 1
C 2.6457 -0.1254 0.0295
C 0.5262 0.9788 0.0524
C 0.5113 -1.5110 0.0528
C -0.9568 -1.2962 0.4570
C -0.1141 2.3161 0.0661
C -2.2243 -1.5947 -0.3083
N 0.0535 -0.2516 -0.0442
N 1.9723 0.9595 -0.1600
O 3.5253 -0.8463 -0.0349
H 1.0963 -2.1403 -0.4076
H -1.1065 -1.1202 1.5228
H 0.0561 2.7752 -0.8794
H 0.3479 2.8749 0.8331
H -1.1964 2.4211 0.1837
H -2.5202 -2.5349 0.1862
H -2.0102 -1.8747 -1.4091
H -3.0306 -0.8522 -0.1066
H 2.4245 1.8218 -0.0334
*
```

Results
Molar mass: 125.2 g mol⁻¹
Relative energy (zero: lowest compared OMol25 entry of this formula, charge and spin): 4.982 eV
HOMO energy (spin up / spin down): -11.90 / -11.91 eV
Frontier orbital gap (spin up / spin down): 7.05 / 7.06 eV

=====

(12)
ORCA calculation (the ωB97M-V functional and the def2-TZVPD basis) on the ion C6H9N2O with charge +1 in a non-equilibrium geometry.

```
! wB97M-V def2-TZVPD RIJCOSX def2/J DEFGRID3
* xyz 1 1
C -1.1436 0.8182 -0.5717
C -0.5739 -0.0922 -1.3945
C -0.5564 -0.3154 -2.8166
C -1.6097 -0.6479 1.1570
C 0.4256 -0.2636 0.6653
C 1.7255 0.5918 0.7199
N -0.8627 0.2844 0.7649
N 0.0974 -0.9444 -0.5088
O -0.5317 -1.3915 -3.3611
H -1.8072 1.6708 -0.5453
H -0.7170 0.5959 -3.5097
H -1.3018 -1.4848 1.7866
H -2.7362 -0.4604 0.9269
H 0.5666 -1.0228 1.4548
H 2.5429 0.0351 0.4888
H 1.7939 1.1174 1.7373
H 1.5411 1.3211 -0.0449
H 0.8787 -1.5025 -0.9237
*
```

Results
Molar mass: 125.2 g mol⁻¹
Relative energy (zero: lowest compared OMol25 entry of this formula, charge and spin): 3.811 eV
SMILES string: C=[N+]1C=C(C=O)N[C@H]1C
HOMO energy: -13.98 eV
Frontier orbital gap: 8.50 eV

=====

(13)
ORCA calculation (the ωB97M-V functional and the def2-TZVPD basis) on the ion C6H9N2O2 with charge +1 in a non-equilibrium geometry.

```
! wB97M-V def2-TZVPD RIJCOSX def2/J DEFGRID3
* xyz 1 1
C -0.3322 -0.7595 1.1101
C 0.5709 -1.6335 0.4187
C -1.0923 -0.1223 0.1874
C -0.6763 -0.5254 -1.1369
C 2.7468 -0.1752 0.2152
C -2.1538 0.9196 0.4679
N 1.9070 -0.8226 0.6790
N 3.5916 0.6542 -0.2244
O 0.3428 -1.5441 -0.8971
O 4.9634 0.6305 0.0882
H -0.4825 -0.8329 2.0961
H 0.8067 -2.5998 0.8498
H -2.7507 0.5498 1.2480
H -1.7928 1.6754 1.0254
H -2.6554 1.2316 -0.3908
H -1.5409 -1.0211 -1.6640
H -0.1637 0.2034 -1.7956
H 3.1606 1.3526 -0.9273
H 5.3265 -0.2089 -0.0834
*
```

Results
Molar mass: 141.2 g mol⁻¹
Relative energy (zero: lowest compared OMol25 entry of this formula, charge and spin): 5.797 eV
SMILES string: CC1=C[C@H](N=C=[NH+]O)OC1
HOMO energy: -13.52 eV
Frontier orbital gap: 9.32 eV

=====

(14)
ORCA calculation (the ωB97M-V functional and the def2-TZVPD basis) on an isolated molecule of C6H9N3 in a non-equilibrium geometry.

```
! wB97M-V def2-TZVPD RIJCOSX def2/J DEFGRID3
* xyz 0 1
C -2.5477 1.7285 -1.3613
C -1.6159 1.8676 -0.3660
C -1.4469 -0.0189 -1.3960
C 0.2347 0.0244 0.1938
C 1.5057 0.8667 0.1384
C 0.0097 -2.3903 -0.0950
N -2.4211 0.5280 -2.0205
N -0.8950 0.7065 -0.4046
N 0.3454 -1.1432 -0.6725
H -3.3305 2.3990 -1.6519
H -1.4262 2.6633 0.3221
H -0.0051 -0.2340 1.2438
H 2.3164 0.3416 0.6338
H 1.3448 1.8185 0.6359
H 1.7777 1.0403 -0.8984
H 0.8744 -2.7298 0.4919
H -0.8573 -2.3670 0.5804
H -0.1566 -3.1129 -0.8926
*
```

Results
Molar mass: 123.2 g mol⁻¹
Relative energy (zero: lowest compared OMol25 entry of this formula, charge and spin): 3.908 eV
HOMO energy (spin up / spin down): -8.96 / -8.96 eV
Frontier orbital gap (spin up / spin down): 7.92 / 7.92 eV